Here is a molecular structure, C59H79BN13O6PS2Ta at a distorted geometry from OMol25. Energies are from ωB97M-V with the def2-TZVPD basis set.

Output
- molecular weight (g mol⁻¹) = 1353.23
- gap between HOMO and LUMO (eV) = 6.176
- total charge = -1
- HOMO (eV) = -4.359

Last column: Löwdin charge in e.
Geometry (Å):
C -2.658 -2.209 -3.325  -0.030
C -1.993 -3.252 -2.428  -0.412
O -2.381 -4.581 -2.802  -0.072
C -2.431 -3.134 -0.961  -0.193
N -2.129 -1.869 -0.299  -0.052
C -0.956 -1.163 -0.792  -0.254
C -0.545 0.020 0.089  -0.293
O 0.855 0.239 0.049  -0.427
Ta 1.749 0.973 -1.563  1.566
N 2.635 1.505 -3.314  -0.233
C 3.587 1.519 -0.375  -0.337
C 4.199 0.426 0.514  -0.358
C 4.970 0.937 1.740  -0.229
C 4.135 1.091 3.020  -0.205
C 3.308 -0.116 3.477  -0.203
C 4.069 -1.202 4.261  -0.258
C 4.165 -2.543 3.538  -0.435
S 5.368 -2.547 2.151  0.999
C 6.205 -4.004 2.607  -0.709
N 7.127 -4.165 3.475  0.061
N 7.465 -5.517 3.451  0.054
C 6.721 -6.050 2.565  -0.213
O 5.888 -5.174 1.975  0.002
O 0.858 2.760 -1.408  -0.121
B -0.213 3.016 -2.192  -0.985
O -0.137 2.946 -3.590  0.086
O -1.433 3.406 -1.609  0.119
P 2.720 -1.465 -1.998  0.118
S 2.114 -2.329 -3.713  -0.129
H -2.929 -2.663 -4.277  0.067
H -3.551 -1.785 -2.854  0.064
H -1.976 -1.389 -3.556  0.066
H -0.905 -3.175 -2.527  0.113
H -1.981 -4.771 -3.660  0.054
H -2.025 -3.981 -0.398  0.113
H -3.519 -3.264 -0.985  0.110
H -2.940 -1.262 -0.329  0.068
H -0.116 -1.860 -0.867  0.101
H -1.139 -0.765 -1.790  0.043
H -1.066 0.926 -0.250  0.096
H -0.870 -0.179 1.117  0.110
H 0.314 0.407 -2.619  -0.037
H 2.605 0.758 -4.010  -0.047
H 2.156 2.295 -3.739  -0.024
H 3.186 2.287 0.311  0.042
H 4.371 1.943 -1.007  0.036
H 3.387 -0.224 0.856  0.052
H 4.865 -0.207 -0.083  0.070
H 5.345 1.939 1.497  0.105
H 5.859 0.328 1.935  0.075
H 3.452 1.939 2.894  0.097
H 4.821 1.359 3.833  0.095
H 2.802 -0.577 2.625  0.092
H 2.507 0.270 4.112  0.101
H 5.076 -0.863 4.529  0.105
H 3.533 -1.404 5.195  0.105
H 4.456 -3.346 4.215  0.077
H 3.194 -2.791 3.104  0.073
H 6.699 -7.084 2.261  0.133
H -0.716 2.282 -3.975  0.085
H -2.137 2.755 -1.666  0.063
H 4.127 -1.491 -1.931  -0.109
H 2.396 -2.331 -0.936  -0.107
N -4.828 0.398 -1.502  0.068
C -6.162 0.382 -1.396  -0.139
C -6.999 0.888 -2.381  -0.068
C -6.442 1.443 -3.519  -0.080
C -5.063 1.473 -3.634  -0.062
C -4.305 0.939 -2.604  -0.166
H -6.556 -0.049 -0.480  0.072
H -8.073 0.848 -2.258  0.095
H -7.081 1.839 -4.296  0.068
H -4.575 1.897 -4.502  0.102
H -3.220 0.933 -2.669  0.098
N 3.647 -8.645 2.270  0.052
C 2.642 -9.406 2.695  -0.164
C 1.405 -8.903 3.069  -0.079
C 1.198 -7.535 3.001  -0.077
C 2.235 -6.730 2.560  -0.056
C 3.434 -7.331 2.206  -0.141
H 2.836 -10.473 2.738  0.099
H 0.624 -9.573 3.404  0.097
H 0.246 -7.103 3.281  0.105
H 2.123 -5.657 2.483  0.103
H 4.272 -6.740 1.872  0.075
N -6.207 -1.039 1.613  0.052
C -5.135 -1.821 1.594  -0.135
C -4.536 -2.331 2.736  -0.055
C -5.089 -2.014 3.965  -0.082
C -6.213 -1.200 3.999  -0.082
C -6.730 -0.737 2.800  -0.156
H -4.729 -2.045 0.619  0.082
H -3.653 -2.950 2.649  0.105
H -4.650 -2.388 4.881  0.102
H -6.675 -0.920 4.936  0.096
H -7.601 -0.089 2.790  0.101
N -2.435 -5.140 -6.031  0.062
C -3.727 -5.329 -5.771  -0.156
C -4.739 -5.011 -6.663  -0.074
C -4.391 -4.465 -7.890  -0.087
C -3.052 -4.259 -8.170  -0.078
C -2.114 -4.612 -7.209  -0.150
H -3.961 -5.747 -4.797  0.104
H -5.773 -5.182 -6.397  0.098
H -5.154 -4.199 -8.612  0.100
H -2.729 -3.824 -9.106  0.098
H -1.058 -4.453 -7.387  0.098
N 2.873 2.483 6.383  0.068
C 4.068 2.073 6.801  -0.149
C 4.892 2.828 7.624  -0.067
C 4.457 4.077 8.037  -0.079
C 3.213 4.512 7.608  -0.070
C 2.465 3.682 6.787  -0.175
H 4.384 1.096 6.456  0.095
H 5.856 2.441 7.927  0.099
H 5.070 4.709 8.668  0.077
H 2.830 5.482 7.899  0.098
H 1.486 3.992 6.435  0.096
N -9.468 1.390 -5.276  0.060
C -10.791 1.379 -5.139  -0.150
C -11.666 1.871 -6.097  -0.076
C -11.138 2.405 -7.261  -0.084
C -9.762 2.422 -7.417  -0.072
C -8.974 1.904 -6.399  -0.153
H -11.172 0.953 -4.217  0.104
H -12.733 1.833 -5.929  0.099
H -11.787 2.800 -8.033  0.103
H -9.301 2.828 -8.307  0.101
H -7.894 1.901 -6.494  0.101
N 6.302 6.952 8.827  0.050
C 7.604 6.713 8.957  -0.152
C 8.587 7.644 8.653  -0.073
C 8.197 8.889 8.188  -0.081
C 6.843 9.149 8.046  -0.073
C 5.939 8.151 8.379  -0.149
H 7.877 5.727 9.318  0.104
H 9.631 7.392 8.778  0.100
H 8.933 9.641 7.937  0.104
H 6.489 10.103 7.682  0.101
H 4.873 8.321 8.278  0.104
N -0.871 -1.434 -7.322  0.060
C -1.074 -0.582 -8.325  -0.171
C -0.048 0.040 -9.018  -0.089
C 1.262 -0.236 -8.649  -0.086
C 1.486 -1.122 -7.609  -0.063
C 0.388 -1.695 -6.982  -0.158
H -2.110 -0.385 -8.583  0.096
H -0.272 0.728 -9.823  0.093
H 2.091 0.237 -9.160  0.100
H 2.483 -1.365 -7.269  0.102
H 0.529 -2.377 -6.151  0.057
N 1.760 4.616 2.203  0.075
C 1.804 4.798 3.521  -0.144
C 1.397 5.975 4.136  -0.081
C 0.918 7.006 3.342  -0.093
C 0.863 6.819 1.972  -0.075
C 1.296 5.607 1.450  -0.136
H 2.184 3.964 4.102  0.080
H 1.455 6.080 5.211  0.083
H 0.589 7.937 3.786  0.099
H 0.492 7.593 1.313  0.098
H 1.265 5.415 0.383  0.107



Here is a single C5H10 molecule from OMol25. Energies are from ωB97M-V with the def2-TZVPD basis set.

Output
- molecular weight (g mol⁻¹) = 70.13
- energy relative to the best compared isomer or geometry (same formula, charge and spin) (kcal/mol) = 82.9
- gap between HOMO and LUMO (eV) = 8.702
- total charge = 0
- HOMO (eV) = -8.194

Last column: Löwdin charge in e.
Geometry (Å):
C -1.856 1.178 0.458  -0.119
C -0.554 0.485 0.852  -0.341
C 0.621 0.732 0.001  0.001
C 0.990 -1.172 -1.260  -0.104
C 1.540 -0.432 -0.001  -0.318
H -2.309 0.676 -0.405  0.070
H -2.582 1.155 1.277  0.067
H -1.662 2.217 0.177  0.071
H -0.115 1.004 1.735  0.141
H -0.720 -0.558 1.181  0.110
H 0.816 -0.447 -2.065  0.073
H 1.713 -1.925 -1.604  0.078
H 0.036 -1.665 -1.030  0.074
H 1.501 -1.097 0.882  0.105
H 2.579 -0.150 -0.198  0.094



Here is a single C5H10 molecule at a distorted geometry from OMol25. Energies are from ωB97M-V with the def2-TZVPD basis set.

Output
- molecular weight (g mol⁻¹) = 70.13
- energy relative to the best compared isomer or geometry (same formula, charge and spin) (kcal/mol) = 42.9
- gap between HOMO and LUMO (eV) = 10.433
- total charge = 0
- HOMO (eV) = -9.155
- SMILES = C/C=C/CC

Last column: Löwdin charge in e.
Geometry (Å):
C 2.631 -0.281 -0.058  -0.118
C 1.292 0.546 -0.125  -0.203
C 0.162 -0.075 -0.022  -0.200
C -1.187 0.629 0.047  -0.263
C -2.431 -0.348 -0.079  -0.142
H 3.475 0.357 -0.162  0.021
H 2.634 -0.556 1.142  0.115
H 2.650 -1.303 -0.647  0.100
H 1.423 1.638 -0.154  0.108
H 0.142 -1.219 0.116  0.133
H -1.268 1.339 -0.843  0.118
H -1.219 1.208 0.996  0.106
H -3.374 0.153 0.274  0.061
H -2.682 -0.754 -1.088  0.060
H -2.248 -1.334 0.602  0.103



Here is a molecular structure, C5H10AlO3 at a distorted geometry from OMol25. Energies are from ωB97M-V with the def2-TZVPD basis set.

Output
- molecular weight (g mol⁻¹) = 145.11
- energy relative to the best compared isomer or geometry (same formula, charge and spin) (kcal/mol) = 0.0
- gap between HOMO and LUMO (eV) = 9.528
- total charge = +1
- HOMO (eV) = -14.009

Last column: Löwdin charge in e.
Geometry (Å):
C -0.604 0.352 -2.712  -0.257
O 0.646 0.285 -2.084  -0.102
C -1.723 0.709 -1.713  -0.248
O -1.628 -0.054 -0.541  -0.122
C -0.818 0.330 2.308  0.117
C 0.277 -0.411 2.176  -0.135
O 1.021 -0.397 1.006  -0.156
C 2.386 -0.821 1.152  0.047
Al 0.110 -0.221 -0.498  0.571
H -0.861 -0.625 -3.179  0.133
H -0.611 1.102 -3.530  0.146
H -2.703 0.569 -2.213  0.145
H -1.640 1.794 -1.478  0.135
H -1.476 0.731 1.539  0.084
H -1.172 0.554 3.314  0.104
H 0.633 -1.133 2.914  0.154
H 2.869 -0.697 0.178  0.123
H 2.878 -0.192 1.903  0.132
H 2.416 -1.875 1.457  0.128